(1)
# C5H9N3O3S

A structure of composition C5H9N3O3S (ωB97M-V/def2-TZVPD, OMol25).

Values from the calculation:
- Highest occupied orbital energy: -9.01 eV
- Lowest unoccupied orbital energy: -1.1 eV
- Spin multiplicity: 1
- HOMO-LUMO gap: 7.94 eV
- M: 191.212 g mol⁻¹

```
21
Properties=species:S:1:pos:R:3:lowdin_charge:R:1
S 2.309 -0.390 -0.139 0.748
O 3.769 -0.306 -0.088 -0.404
O 1.810 -0.921 -1.445 -0.397
O 0.698 -2.314 0.621 -0.151
N -0.220 0.965 -0.110 0.027
N 1.717 -1.458 1.088 -0.200
N 2.964 2.492 0.057 0.180
C -1.600 0.865 -0.208 -0.146
C -2.059 -0.423 -0.150 -0.144
C 0.497 2.027 0.059 -0.146
C -3.478 -0.821 -0.215 -0.143
C 1.918 1.881 0.127 -0.213
H 2.292 -1.935 1.631 0.029
H -1.543 -1.348 0.219 0.110
H 0.936 -2.345 -0.411 0.125
H 0.085 3.072 0.175 0.145
H -3.544 -1.991 -0.374 0.106
H -4.058 -0.288 -1.064 0.092
H -4.034 -0.505 0.790 0.120
H 3.907 2.054 -0.002 0.108
H -2.363 1.689 -0.559 0.152
```



(2)
# C5H9N3O3S

The molecule C5H9N3O3S (ωB97M-V/def2-TZVPD, OMol25).

Values from the calculation:
- Highest occupied orbital energy: -8.74 eV
- Lowest unoccupied orbital energy: 0.5 eV
- Spin multiplicity: 1
- HOMO-LUMO gap: 9.23 eV
- M: 191.212 g mol⁻¹
- SMILES string: [H]/N=C(\N)S(=O)(=O)O/C(N)=C\C=C

```
21
Properties=species:S:1:pos:R:3:lowdin_charge:R:1
S 0.401 2.148 -1.253 0.766
O 1.172 0.807 -1.884 -0.128
O 1.154 2.706 -0.120 -0.287
O 0.157 3.010 -2.363 -0.245
N -0.851 1.291 0.709 0.123
N -2.100 1.532 -1.328 0.147
N 3.112 0.574 -0.462 0.126
C -1.212 -1.748 0.187 -0.044
C 1.057 -0.738 -0.147 -0.066
C 1.780 0.173 -0.844 -0.469
C -0.270 -1.248 -0.565 -0.224
C -1.135 1.521 -0.542 -0.621
H 0.108 1.531 1.013 0.117
H -0.498 -1.291 -1.666 0.134
H 3.310 1.364 -1.020 0.071
H -2.938 1.074 -0.939 0.080
H -1.200 -1.938 1.300 0.081
H -1.638 0.942 1.224 0.126
H 1.586 -1.043 0.813 0.144
H 3.700 -0.264 -0.496 0.107
H -2.135 -2.198 -0.220 0.063
```



Most stable structure: (2)



(1)
# H2N2O2S2

A cluster of 2 separate species, H2N2O2S2 in total (ωB97M-V/def2-TZVPD, OMol25).

Values from the calculation:
- Highest occupied orbital energy (alpha / beta): -9.34 / -9.34 eV
- Lowest unoccupied orbital energy (alpha / beta): -1.4 / -1.4 eV
- Spin multiplicity: 1
- HOMO-LUMO gap (alpha / beta): 7.91 / 7.91 eV
- M: 126.162 g mol⁻¹

```
8
Properties=species:S:1:pos:R:3:lowdin_charge:R:1
S 1.869 -1.121 -0.287 0.717
S -0.223 1.217 0.271 0.963
O 1.095 -1.359 0.973 -0.645
O -0.961 2.298 -0.337 -0.445
N -1.058 -0.170 0.036 -0.234
N 1.728 0.274 -0.869 -0.485
H -0.420 -0.903 0.558 0.019
H -2.030 -0.236 -0.344 0.110
```



(2)
# H2N2O2S2

A cluster of 2 separate species, H2N2O2S2 in total (ωB97M-V/def2-TZVPD, OMol25).

Values from the calculation:
- Highest occupied orbital energy: -9.79 eV
- Lowest unoccupied orbital energy: -0.9 eV
- Spin multiplicity: 1
- HOMO-LUMO gap: 8.91 eV
- M: 126.162 g mol⁻¹

```
8
Properties=species:S:1:pos:R:3:lowdin_charge:R:1
S 0.879 1.570 -0.166 0.755
S -1.975 -0.485 0.413 0.832
O -1.043 -1.497 0.833 -0.470
O -2.124 -0.487 -1.028 -0.447
N 1.496 0.053 0.044 -0.329
N -0.432 1.796 0.461 -0.479
H 0.864 -0.833 0.074 0.060
H 2.334 -0.118 -0.632 0.079
```



Most stable structure: (2)



(1)
# C5H6N

The ion C5H6N with charge +1 (ωB97M-V/def2-TZVPD, OMol25).

Values from the calculation:
- Total charge: +1
- Highest occupied orbital energy (alpha / beta): -13.83 / -16.06 eV
- Lowest unoccupied orbital energy (alpha / beta): -4.4 / -8.9 eV
- Spin multiplicity: 3
- HOMO-LUMO gap (alpha / beta): 9.43 / 7.11 eV
- M: 80.110 g mol⁻¹
- Expectation value of S²: 2.052

```
12
Properties=species:S:1:pos:R:3:lowdin_spin:R:1
N -0.722 -0.392 1.863 0.954
C -0.612 0.660 0.951 0.098
C 0.090 0.086 -0.252 0.072
C 0.406 0.717 -1.410 0.363
C 0.342 -1.272 0.083 0.298
C -0.177 -1.473 1.381 0.126
H 0.888 0.194 -2.224 0.020
H -1.612 1.071 0.745 0.013
H 0.832 -2.005 -0.533 0.014
H 0.183 1.764 -1.563 0.018
H -0.083 1.499 1.427 0.014
H -0.160 -2.386 1.951 0.011
```



(2)
# C5H6N

The ion C5H6N with charge +1 (ωB97M-V/def2-TZVPD, OMol25).

Values from the calculation:
- Total charge: +1
- Highest occupied orbital energy (alpha / beta): -13.00 / -14.81 eV
- Lowest unoccupied orbital energy (alpha / beta): -5.5 / -8.6 eV
- Spin multiplicity: 3
- HOMO-LUMO gap (alpha / beta): 7.48 / 6.22 eV
- M: 80.110 g mol⁻¹
- Expectation value of S²: 2.024

```
12
Properties=species:S:1:pos:R:3:lowdin_spin:R:1
N 0.009 -0.818 -0.429 0.404
C 2.243 -0.025 0.072 0.167
C -1.180 -1.025 0.048 0.660
C -2.193 1.044 -0.086 0.292
C -2.184 -0.237 0.136 0.346
C 1.086 -0.410 0.460 0.038
H -2.963 1.597 -0.720 0.022
H 0.894 -0.554 1.478 0.003
H 0.323 -1.214 -1.294 0.021
H 2.940 0.229 0.754 0.011
H 2.548 -0.160 -1.063 0.003
H -1.524 1.575 0.641 0.033
```



Most stable structure: (1)



(1)
# CH4O3

A cluster of 2 separate species, CH4O3 in total (ωB97M-V/def2-TZVPD, OMol25).

Values from the calculation:
- Highest occupied orbital energy: -10.91 eV
- Lowest unoccupied orbital energy: 0.8 eV
- Spin multiplicity: 1
- HOMO-LUMO gap: 11.73 eV
- M: 64.040 g mol⁻¹
- SMILES string: O=CO.O

```
8
Properties=species:S:1:pos:R:3:lowdin_charge:R:1
O 1.621 -0.048 -0.962 0.082
O -0.202 -1.306 -0.574 0.054
O -0.972 1.111 1.572 -0.070
C 0.444 -0.592 -1.294 -0.389
H -1.449 1.503 2.317 0.034
H 1.912 -0.533 -0.173 0.124
H -1.503 0.313 1.439 0.031
H 0.149 -0.448 -2.326 0.135
```



(2)
# CH4O3

A cluster of 2 separate species, CH4O3 in total (ωB97M-V/def2-TZVPD, OMol25).

Values from the calculation:
- Highest occupied orbital energy (alpha / beta): -9.46 / -9.48 eV
- Lowest unoccupied orbital energy (alpha / beta): -0.2 / -0.2 eV
- Spin multiplicity: 1
- HOMO-LUMO gap (alpha / beta): 9.26 / 9.28 eV
- M: 64.040 g mol⁻¹

```
8
Properties=species:S:1:pos:R:3:lowdin_charge:R:1
O -2.884 0.917 0.698 -0.119
O 1.686 -1.651 -0.915 -0.018
O -1.883 1.274 0.046 -0.159
C -0.698 1.009 0.448 0.065
H 2.412 -1.793 -1.480 0.013
H -0.464 0.362 1.375 0.140
H 1.842 -1.619 -0.001 0.005
H -0.011 1.500 -0.172 0.073
```



(3)
# CH4O3

A cluster of 2 separate species, CH4O3 in total (ωB97M-V/def2-TZVPD, OMol25).

Values from the calculation:
- Highest occupied orbital energy: -10.64 eV
- Lowest unoccupied orbital energy: 0.6 eV
- Spin multiplicity: 1
- HOMO-LUMO gap: 11.22 eV
- M: 64.040 g mol⁻¹
- SMILES string: O=CO.O

```
8
Properties=species:S:1:pos:R:3:lowdin_charge:R:1
O 0.272 -0.521 -0.874 0.065
O -1.383 1.169 -0.442 -0.045
O 1.657 -0.581 0.886 0.063
C 0.454 -0.615 0.316 -0.397
H -2.132 1.434 -0.788 -0.064
H -1.010 0.217 -0.381 0.011
H 2.371 -0.085 0.249 0.217
H -0.229 -1.018 1.035 0.150
```



(4)
# CH4O3

The molecule CH4O3 (ωB97M-V/def2-TZVPD, OMol25).

Values from the calculation:
- Highest occupied orbital energy: -10.30 eV
- Lowest unoccupied orbital energy: 0.7 eV
- Spin multiplicity: 1
- HOMO-LUMO gap: 10.98 eV
- M: 64.040 g mol⁻¹
- SMILES string: OCOO

```
8
Properties=species:S:1:pos:R:3:lowdin_charge:R:1
O -1.645 0.469 -0.239 -0.018
O -0.730 -0.501 0.302 -0.161
O 1.344 0.670 -0.051 -0.046
C 0.585 -0.489 -0.239 -0.285
H 0.503 -0.685 -1.249 0.089
H 1.140 -1.446 0.348 0.191
H 0.891 1.355 0.514 0.123
H -2.087 0.625 0.615 0.107
```



Most stable structure: (1)



(1)
# C4H10N2S

The molecule C4H10N2S (ωB97M-V/def2-TZVPD, OMol25).

Values from the calculation:
- Highest occupied orbital energy: -8.09 eV
- Lowest unoccupied orbital energy: 0.8 eV
- Spin multiplicity: 1
- HOMO-LUMO gap: 8.87 eV
- M: 118.205 g mol⁻¹
- SMILES string: CNN(C)C(C)=S

```
17
Properties=species:S:1:pos:R:3:lowdin_charge:R:1
S 2.207 -0.321 0.138 0.660
N -0.416 -0.329 -0.247 -0.264
N -1.584 0.330 -0.563 -0.085
C -0.524 -1.749 -0.039 -0.085
C 0.742 0.362 -0.072 -0.873
C -2.571 0.245 0.535 -0.079
C 0.552 1.822 -0.026 -0.131
H -0.072 2.058 0.882 0.096
H -2.279 0.846 1.403 0.082
H -0.383 -2.013 1.045 0.105
H 1.547 2.304 0.088 0.070
H -2.769 -0.781 0.897 0.075
H 0.058 2.204 -0.934 0.083
H 0.308 -2.205 -0.582 0.057
H -3.448 0.696 0.148 0.065
H -1.536 -2.029 -0.445 0.101
H -1.929 -0.035 -1.437 0.121
```



(2)
# C4H10N2S

The molecule C4H10N2S (ωB97M-V/def2-TZVPD, OMol25).

Values from the calculation:
- Highest occupied orbital energy: -8.36 eV
- Lowest unoccupied orbital energy: 1.0 eV
- Spin multiplicity: 1
- HOMO-LUMO gap: 9.38 eV
- M: 118.205 g mol⁻¹
- SMILES string: C[C@@H]1SCCN1N

```
17
Properties=species:S:1:pos:R:3:lowdin_charge:R:1
S -1.887 0.620 0.837 0.823
N 0.510 -0.344 -0.391 -0.237
N 1.530 -0.092 -1.351 -0.021
C -1.600 -1.188 0.561 -0.413
C -0.163 1.112 0.240 -0.520
C 0.832 1.461 1.240 -0.166
C -0.554 -1.324 -0.665 -0.233
H -0.247 -2.372 -0.673 0.099
H -1.227 -1.444 1.471 0.016
H -0.109 1.858 -0.561 0.091
H 1.187 0.445 -2.214 0.104
H -1.152 -1.146 -1.618 0.115
H -2.511 -1.592 0.261 0.037
H 0.594 2.443 1.699 0.089
H 2.207 -0.847 -1.504 0.081
H 1.676 1.676 0.634 0.059
H 0.914 0.733 2.034 0.079
```



Most stable structure: (1)



(1)
# H3OS2

A cluster of 2 separate species, H3OS2 in total (ωB97M-V/def2-TZVPD, OMol25).

Values from the calculation:
- Total charge: -1
- Highest occupied orbital energy: -1.98 eV
- Lowest unoccupied orbital energy: 3.3 eV
- Spin multiplicity: 1
- HOMO-LUMO gap: 5.26 eV
- M: 83.157 g mol⁻¹

```
6
Properties=species:S:1:pos:R:3:lowdin_charge:R:1
S 2.109 2.389 -0.873 -0.529
S 0.305 1.855 -1.723 -0.163
O -1.084 -2.156 1.510 -0.058
H -0.531 -1.384 1.697 0.046
H -1.476 -2.320 2.359 0.010
H 0.678 1.617 -2.969 -0.306
```



(2)
# H3OS2

A cluster of 2 separate species, H3OS2 in total (ωB97M-V/def2-TZVPD, OMol25).

Values from the calculation:
- Total charge: -1
- Highest occupied orbital energy: -2.47 eV
- Lowest unoccupied orbital energy: 3.7 eV
- Spin multiplicity: 1
- HOMO-LUMO gap: 6.19 eV
- M: 83.157 g mol⁻¹

```
6
Properties=species:S:1:pos:R:3:lowdin_charge:R:1
S -1.020 -2.105 0.300 -0.462
S -0.394 -0.596 -1.026 -0.061
O 1.196 1.300 0.998 -0.141
H 0.765 0.466 1.236 -0.019
H 1.054 1.293 0.044 -0.046
H -1.601 -0.358 -1.552 -0.271
```



Most stable structure: (2)